The following is a quantum chemistry calculation of a cluster of 10 separate species, C20H60O20 in total in a non-equilibrium geometry, from the Open Molecules 2025 dataset.

Positions of all 100 atoms, in Å:
O -10.04 6.63 16.35
C -9.00 7.23 15.54
C -9.17 8.74 15.50
O -8.98 9.32 16.79
H -9.56 6.22 17.10
H -8.05 6.99 16.03
H -8.95 6.73 14.58
H -10.16 9.04 15.16
H -8.44 9.13 14.79
H -8.04 9.60 16.79
O -5.31 6.01 19.12
C -5.59 7.39 18.86
C -4.55 8.27 19.51
O -4.71 8.24 20.93
H -4.41 5.84 18.83
H -5.63 7.57 17.78
H -6.61 7.60 19.18
H -4.63 9.31 19.23
H -3.54 7.90 19.28
H -4.52 7.35 21.24
O -10.12 8.78 19.40
C -11.40 9.32 19.01
C -12.35 8.21 18.50
O -12.24 8.04 17.10
H -9.70 8.64 18.53
H -11.83 9.86 19.85
H -11.22 9.95 18.14
H -13.36 8.45 18.85
H -12.05 7.27 18.95
H -11.48 7.46 16.90
O -12.36 10.07 15.38
C -13.52 10.85 15.21
C -13.89 11.67 16.44
O -13.96 10.86 17.61
H -12.46 9.42 16.13
H -13.24 11.53 14.40
H -14.41 10.29 14.89
H -14.84 12.20 16.29
H -13.17 12.47 16.62
H -14.83 10.44 17.62
O -6.09 13.20 15.32
C -6.99 12.97 16.40
C -6.41 11.86 17.30
O -6.48 10.60 16.64
H -6.50 12.81 14.54
H -7.01 13.82 17.09
H -7.96 12.66 16.02
H -6.93 11.83 18.26
H -5.37 12.16 17.49
H -5.72 10.49 16.06
O -8.40 9.63 10.80
C -8.59 8.88 11.99
C -7.30 8.57 12.71
O -6.71 9.71 13.31
H -7.75 9.23 10.21
H -9.21 9.47 12.66
H -9.06 7.92 11.78
H -6.55 8.05 12.10
H -7.49 7.78 13.45
H -7.36 10.40 13.46
O -12.22 5.48 14.65
C -12.23 5.76 13.27
C -12.56 7.21 12.98
O -11.60 8.07 13.61
H -11.49 6.03 14.98
H -11.25 5.53 12.82
H -12.91 5.15 12.67
H -13.56 7.41 13.36
H -12.49 7.44 11.91
H -12.01 8.64 14.29
O -8.78 2.62 16.93
C -7.60 2.12 16.38
C -6.36 2.38 17.22
O -5.90 3.72 17.22
H -8.65 3.57 17.11
H -7.68 1.05 16.20
H -7.42 2.54 15.37
H -5.57 1.71 16.86
H -6.50 1.98 18.23
H -5.49 3.87 16.37
O -8.24 5.19 18.11
C -8.94 4.85 19.30
C -8.35 5.32 20.60
O -7.09 4.78 20.93
H -7.28 5.02 18.14
H -9.95 5.27 19.27
H -9.06 3.76 19.35
H -9.03 5.02 21.40
H -8.30 6.41 20.65
H -6.41 5.17 20.36
O -10.78 11.22 12.89
C -11.58 11.92 11.94
C -11.93 11.00 10.79
O -10.80 10.76 9.94
H -11.29 10.75 13.55
H -12.47 12.34 12.41
H -10.94 12.72 11.55
H -12.63 11.37 10.04
H -12.24 10.04 11.24
H -10.09 10.33 10.45

Properties
- Spin multiplicity: 1
- LUMO level: -0.03 eV
- Maximum force: 1.6 eV Å⁻¹
- Energy above the lowest of the compared OMol25 structures with the same formula, charge and spin: 6.73 kcal/mol
- Structure (SMILES): OCCO.OCCO.OCCO.OCCO.OCCO.OCCO.OCCO.OCCO.OCCO.OCCO
- DFT total energy: -2302.67781 Eh
- Net charge: 0

***

The following is a quantum chemistry calculation of a cluster of 9 separate species, C20H61BF4N5O8 in total in a non-equilibrium geometry, from the Open Molecules 2025 dataset.

Positions of all 99 atoms, in Å:
B -11.43 2.10 -18.90
F -11.80 2.29 -20.22
F -12.43 2.21 -17.99
F -10.87 0.83 -18.87
F -10.49 3.02 -18.52
C -16.44 4.02 -19.92
C -15.57 4.96 -19.17
C -16.43 6.09 -18.56
O -16.74 7.12 -19.52
C -15.67 7.89 -20.08
N -15.15 4.15 -18.09
H -17.23 3.51 -19.37
H -15.95 3.32 -20.60
H -16.93 4.69 -20.62
H -14.70 5.31 -19.74
H -15.91 6.58 -17.74
H -17.35 5.69 -18.14
H -15.21 8.49 -19.29
H -16.00 8.49 -20.93
H -14.92 7.27 -20.56
H -14.71 3.31 -18.45
H -14.37 4.67 -17.70
C -7.64 6.33 -20.75
C -8.45 5.62 -19.70
C -7.76 4.81 -18.62
O -6.95 3.77 -19.21
C -6.37 2.95 -18.20
N -9.35 6.60 -19.15
H -8.30 6.66 -21.54
H -6.93 5.68 -21.27
H -7.16 7.27 -20.47
H -9.02 4.90 -20.28
H -8.54 4.34 -18.02
H -7.19 5.41 -17.91
H -7.03 2.77 -17.35
H -5.42 3.35 -17.85
H -6.14 1.98 -18.64
H -9.76 7.21 -19.84
H -10.08 6.19 -18.59
C -14.73 0.26 -22.39
C -13.42 -0.27 -22.99
C -13.41 -0.62 -24.45
O -14.32 -1.70 -24.67
C -14.05 -2.47 -25.84
N -12.34 0.63 -22.68
H -15.57 -0.38 -22.68
H -14.96 1.27 -22.72
H -14.64 0.23 -21.31
H -13.03 -1.15 -22.48
H -12.40 -1.03 -24.57
H -13.56 0.22 -25.11
H -13.24 -3.17 -25.64
H -13.72 -2.00 -26.76
H -14.96 -3.03 -26.06
H -12.38 1.04 -21.77
H -12.49 1.41 -23.30
C -7.58 -1.62 -16.34
C -7.63 -0.81 -17.57
C -7.75 -1.57 -18.89
O -6.64 -2.38 -19.33
C -7.05 -3.12 -20.49
N -8.64 0.17 -17.26
H -8.58 -1.94 -16.02
H -7.14 -1.03 -15.53
H -6.88 -2.45 -16.40
H -6.66 -0.32 -17.46
H -7.97 -0.81 -19.64
H -8.67 -2.15 -18.88
H -6.25 -3.85 -20.62
H -7.07 -2.37 -21.28
H -7.95 -3.73 -20.43
H -9.06 0.40 -18.15
H -9.42 -0.30 -16.81
C -12.52 -2.35 -15.49
C -12.26 -1.91 -16.88
C -13.52 -1.50 -17.71
O -14.22 -2.60 -18.15
C -15.40 -2.31 -18.83
N -11.25 -0.92 -16.82
H -12.75 -1.51 -14.84
H -11.67 -2.88 -15.07
H -13.41 -2.97 -15.36
H -11.80 -2.75 -17.39
H -13.23 -0.86 -18.55
H -14.12 -0.81 -17.12
H -16.10 -1.68 -18.28
H -15.94 -3.16 -19.23
H -15.19 -1.65 -19.68
H -11.63 -0.20 -16.22
H -11.16 -0.54 -17.75
O -12.39 5.44 -20.70
H -12.26 4.52 -20.92
H -12.52 5.46 -19.76
O -11.64 5.22 -17.81
H -12.30 5.21 -17.10
H -11.34 4.32 -17.86
O -9.03 2.47 -20.89
H -8.30 2.86 -20.41
H -9.65 2.20 -20.22

Properties
- Spin multiplicity: 1
- LUMO level: 2.54 eV
- Maximum force: 3.4 eV Å⁻¹
- Energy above the lowest of the compared OMol25 structures with the same formula, charge and spin: 50.99 kcal/mol
- DFT total energy: -2098.80878 Eh
- Net charge: -1